Here is C21H23Cl2IrN5O5P as an isolated structure from the Open Molecules 2025 dataset. Energies are from ωB97M-V/def2-TZVPD.

Output
HOMO energy (spin up / spin down) in eV: -13.00 / -13.39
HOMO-LUMO gap (spin up / spin down) in eV: 7.9 / 4.9
Spin multiplicity: 5
Total charge: +2

Geometry as XYZ:
```
58
Properties=species:S:1:pos:R:3:mulliken_charge:R:1
Ir -0.1194 0.9625 0.8354 1.49
O 0.1028 0.7374 -3.1233 -0.83
C -0.4424 1.0215 -2.0254 -0.27
N -0.8092 0.1611 -1.1006 -0.47
C -0.6537 -1.2590 -1.3484 -0.86
C -0.8708 -1.9699 -0.0505 0.33
C -1.7362 -2.9804 0.1935 -0.59
C -1.7117 -3.6874 1.4493 -0.42
C -0.9404 -3.2671 2.4596 -1.34
C -0.1714 -1.9965 2.3454 0.09
N -0.1218 -1.4264 0.9899 0.55
C -0.8111 2.4228 -1.6625 1.39
C -1.1010 3.3752 -2.6267 -0.64
C -1.5662 4.6166 -2.2135 -0.44
C -1.7106 4.8629 -0.8569 -0.74
C -1.3604 3.8641 0.0448 -0.10
N -0.9293 2.6762 -0.3532 -0.16
H 0.3552 -1.4685 -1.7356 0.23
H -1.3849 -1.5925 -2.0911 0.53
H -2.3976 -3.3296 -0.5830 0.47
H -2.2953 -4.5901 1.5395 0.44
H -0.8603 -3.7969 3.3941 0.49
H -0.5461 -1.2707 3.0777 0.37
H -0.9939 3.1227 -3.6723 0.52
H -1.8239 5.3666 -2.9453 0.48
H -2.0945 5.8066 -0.5006 0.42
H -1.4306 4.0330 1.1112 0.45
Cl 5.1556 -1.6445 5.7895 -0.12
C 3.9425 -0.9223 4.8258 0.27
C 3.7287 0.4546 4.8726 -0.67
C 2.7205 1.0141 4.1175 0.75
Cl 2.4319 2.7010 4.1538 -0.12
C 1.8664 0.2255 3.2682 0.47
O 0.9204 0.7811 2.6275 -0.90
C 2.1618 -1.1777 3.2038 -0.33
C 1.3716 -2.0515 2.2777 0.19
O 1.3041 -1.5173 0.9303 -0.30
C 3.1678 -1.7195 3.9773 -1.02
H 4.3325 1.0806 5.5113 0.50
H 1.7751 -3.0703 2.2624 0.61
H 3.3526 -2.7816 3.9458 0.50
N 2.4893 1.2649 -3.7459 -0.19
C 3.2258 1.9446 -2.6751 -0.82
P 3.0041 0.9436 -1.1123 1.11
O 3.0863 -0.5066 -1.4506 -0.99
O 1.8218 1.4844 -0.3668 -0.68
C 4.5028 1.1643 0.0315 -0.91
N 4.6089 -0.1981 0.5902 -0.10
H 2.5636 1.7519 -4.6425 0.40
H 1.3753 1.1383 -3.4832 0.12
H 2.8309 0.3033 -3.8488 0.38
H 2.8135 2.9380 -2.5166 0.38
H 4.2848 2.0242 -2.9200 0.51
H 4.2934 1.9069 0.7974 0.34
H 5.4229 1.4316 -0.4821 0.48
H 4.1201 -0.7671 -0.1909 0.44
H 4.0402 -0.3084 1.4369 -0.10
H 5.5636 -0.5196 0.7685 0.42
```

***

Here is an isolated ion of composition C5H10N and charge +1 from the Open Molecules 2025 dataset. Energies are from ωB97M-V/def2-TZVPD.

Output
SMILES string: C[N@@H+]1C=CCC1
HOMO energy in eV: -14.86
HOMO-LUMO gap in eV: 11.6
Spin multiplicity: 1
Total charge: +1

Geometry as XYZ:
```
16
Properties=species:S:1:pos:R:3:mulliken_charge:R:1
C -1.5055 0.7020 0.3465 -1.04
N -0.1601 0.2587 0.8570 -0.05
C 0.9562 1.0384 0.2164 -0.53
C 1.3645 0.3256 -0.8475 -0.33
C 0.6722 -1.0162 -1.0232 -0.54
C -0.0368 -1.1834 0.3475 -0.60
H -2.2649 0.0500 0.7310 0.44
H -1.5853 1.6547 0.8848 0.42
H -1.5624 1.0259 -0.7136 0.35
H -0.1336 0.4712 1.8898 0.40
H 1.2549 1.9233 0.5682 0.57
H 2.0849 0.8217 -1.4287 0.43
H 1.3944 -1.7349 -1.1342 0.39
H -0.2614 -1.0119 -1.7270 0.27
H -0.9185 -1.6669 0.1626 0.33
H 0.7012 -1.6583 0.8704 0.49
```

***

Here is an isolated molecule of C6H14O from the Open Molecules 2025 dataset. Energies are from ωB97M-V/def2-TZVPD.

Output
SMILES string: CC(C)C[C@@H](C)O
HOMO energy in eV: -10.19
HOMO-LUMO gap in eV: 11.1
Spin multiplicity: 1

Geometry as XYZ:
```
21
Properties=species:S:1:pos:R:3:mulliken_charge:R:1
C -1.5746 -0.6813 -1.1030 -1.42
C -1.0731 -0.3263 0.2992 0.79
C -2.1715 0.3902 1.0859 -1.56
C 0.2018 0.5284 0.2759 -0.89
C 1.4329 -0.1672 -0.3056 0.24
C 2.7225 0.6086 -0.0893 -1.48
O 1.5786 -1.4826 0.2251 -0.57
H -2.4843 -1.2911 -1.0466 0.39
H -0.8373 -1.2512 -1.6820 0.34
H -1.8195 0.2250 -1.6726 0.30
H -0.8269 -1.2600 0.8209 0.23
H -3.0868 -0.2115 1.1313 0.40
H -2.4260 1.3487 0.6152 0.33
H -1.8525 0.5962 2.1143 0.37
H 0.4217 0.8623 1.2997 0.41
H 0.0308 1.4342 -0.3245 0.37
H 1.2865 -0.2682 -1.3904 0.32
H 2.8979 0.8220 0.9711 0.35
H 2.6865 1.5550 -0.6392 0.34
H 3.5665 0.0169 -0.4578 0.36
H 1.3936 -2.0477 -0.5282 0.37
```

***

How do the records compare in energy relative to the best compared isomer or geometry (same formula, charge and spin)? In the order shown, they have 4.467 1.660 0.237 eV.